1.
ORCA calculation (wB97M-V/def2-TZVPD) on C25H28N4O in the gas phase in a non-equilibrium geometry.

Geometry as XYZ:
```
58
Properties=species:S:1:pos:R:3:lowdin_charge:R:1
N -0.62 0.53 -2.63 -0.01
C -1.09 -0.39 -3.57 -0.10
N -2.02 0.15 -4.34 0.12
C -2.19 1.45 -3.92 -0.25
C -3.19 2.33 -4.56 -0.24
O -3.95 2.02 -5.46 0.04
C -1.32 1.70 -2.86 -0.01
H -0.74 -1.41 -3.58 0.13
H -3.19 3.36 -4.13 0.12
H -1.28 2.62 -2.30 0.11
C -2.01 -6.83 0.97 -0.16
C -0.58 -7.33 0.72 -0.16
C 0.16 -6.18 0.01 -0.17
N -0.69 -5.01 0.17 -0.11
C -0.32 -3.75 -0.21 -0.22
C 0.71 -3.55 -1.17 -0.01
C 0.99 -2.27 -1.64 -0.05
C 0.27 -1.16 -1.17 -0.23
C 0.50 0.23 -1.78 -0.20
C 0.84 1.33 -0.81 -0.18
C 1.34 1.01 0.47 -0.03
C 1.57 2.00 1.42 0.00
C 1.32 3.36 1.09 -0.22
N 1.46 4.37 2.00 -0.11
C 0.65 5.57 1.95 -0.17
C 0.98 6.36 3.22 -0.16
C 2.24 5.73 3.80 -0.16
C 2.40 4.36 3.11 -0.16
C 0.88 3.67 -0.22 -0.01
C 0.80 2.67 -1.19 -0.06
C -0.69 -1.34 -0.16 -0.03
C -1.00 -2.62 0.31 0.00
C -1.96 -5.30 0.81 -0.17
H -2.70 -7.25 0.23 0.11
H -2.38 -7.11 1.96 0.11
H -0.09 -7.55 1.67 0.11
H -0.57 -8.24 0.11 0.11
H 1.15 -6.02 0.45 0.12
H 0.31 -6.41 -1.05 0.11
H 1.25 -4.41 -1.58 0.10
H 1.78 -2.11 -2.37 0.12
H 1.39 0.09 -2.42 0.16
H 1.55 -0.03 0.71 0.12
H 1.90 1.74 2.42 0.10
H 0.88 6.16 1.04 0.11
H -0.42 5.31 1.89 0.13
H 1.10 7.42 2.99 0.11
H 0.14 6.26 3.92 0.11
H 3.11 6.36 3.57 0.11
H 2.18 5.62 4.88 0.11
H 2.17 3.54 3.81 0.11
H 3.44 4.21 2.77 0.12
H 0.65 4.70 -0.50 0.10
H 0.67 2.96 -2.23 0.11
H -1.20 -0.47 0.26 0.13
H -1.74 -2.75 1.10 0.10
H -2.81 -4.93 0.21 0.13
H -2.03 -4.81 1.79 0.11
```

Highest occupied orbital energy, eV: -7.63
LUMO level, hartree: 0.0222
Electronic energy, hartree: -1263.6796
Molecular weight, g mol⁻¹: 400.5
Structure (SMILES): O=Cc1cn(C(c2ccc(N3CCCC3)cc2)c2ccc(N3CCCC3)cc2)cn1
HOMO-LUMO gap, eV: 8.24
Energy relative to the best compared isomer or geometry (same formula, charge and spin), kJ/mol: 81.0



2.
ORCA calculation (wB97M-V/def2-TZVPD) on C25H28N4O2 in the gas phase in a non-equilibrium geometry.

Geometry as XYZ:
```
59
Properties=species:S:1:pos:R:3:lowdin_charge:R:1
C 5.99 -1.91 -3.84 -0.05
C 4.81 -2.14 -2.94 -0.28
C 4.90 -1.88 -1.58 -0.04
C 3.81 -2.08 -0.75 -0.03
C 2.60 -2.53 -1.26 -0.18
C 2.51 -2.78 -2.63 -0.02
C 3.60 -2.59 -3.46 -0.04
H 3.51 -2.79 -4.51 0.11
H 1.57 -3.14 -3.04 0.11
C 1.43 -2.74 -0.41 -0.22
N 0.26 -2.66 -0.97 0.15
N -0.84 -2.81 -0.26 -0.06
C -0.89 -3.03 1.11 -0.44
O -1.96 -3.08 1.69 0.07
C 0.41 -3.18 1.72 0.05
C 1.54 -3.03 0.99 0.02
H 2.51 -3.16 1.44 0.11
H 0.43 -3.41 2.77 0.12
C -2.08 -2.71 -1.00 -0.01
H -1.82 -2.45 -2.03 0.14
H -2.58 -3.69 -0.99 0.14
C -3.11 -1.73 -0.44 -0.45
O -4.27 -2.08 -0.30 0.07
N -2.71 -0.46 -0.20 -0.04
C -1.40 0.12 -0.41 -0.10
H -0.74 -0.55 -0.95 0.11
C -0.83 0.50 0.96 -0.12
N -1.69 1.43 1.65 -0.07
C -1.47 2.80 1.55 -0.22
C -2.09 3.66 2.46 -0.03
C -1.85 5.02 2.42 -0.09
C -0.99 5.56 1.49 -0.07
C -0.34 4.72 0.58 -0.28
C -0.59 3.36 0.62 0.01
H -0.09 2.74 -0.11 0.10
C 0.59 5.30 -0.45 -0.05
H 0.01 5.76 -1.25 0.08
H 1.22 6.07 -0.01 0.08
H 1.22 4.53 -0.88 0.07
H -0.80 6.62 1.46 0.11
H -2.34 5.67 3.14 0.10
H -2.74 3.26 3.23 0.11
C -3.04 0.93 1.81 -0.31
C -3.61 0.47 0.45 -0.08
H -4.57 -0.04 0.60 0.13
H -3.75 1.34 -0.20 0.14
H -3.67 1.76 2.15 0.13
C -3.12 -0.19 2.86 -0.02
H -2.52 0.08 3.73 0.09
H -4.15 -0.33 3.16 0.09
H -2.76 -1.14 2.46 0.05
H 0.18 0.91 0.87 0.12
H -0.76 -0.41 1.58 0.11
H -1.54 1.03 -1.01 0.13
H 3.91 -1.85 0.30 0.11
H 5.83 -1.52 -1.17 0.11
H 5.95 -2.56 -4.71 0.08
H 6.92 -2.08 -3.31 0.08
H 5.99 -0.88 -4.19 0.09
```

Highest occupied orbital energy, eV: -7.51
LUMO level, hartree: -0.0075
Electronic energy, hartree: -1338.9724
Molecular weight, g mol⁻¹: 416.5
Structure (SMILES): Cc1ccc(-c2ccc(=O)n(CC(=O)N3CCN(c4cccc(C)c4)[C@H](C)C3)n2)cc1
HOMO-LUMO gap, eV: 7.31
Energy relative to the best compared isomer or geometry (same formula, charge and spin), kJ/mol: 130.0



3.
ORCA calculation (wB97M-V/def2-TZVPD) on C25H28N4O2 in the gas phase.

Geometry as XYZ:
```
59
Properties=species:S:1:pos:R:3:lowdin_charge:R:1
C -1.18 2.23 4.11 -0.09
H -1.79 2.41 3.23 0.07
H -0.71 1.26 4.03 0.06
H -1.83 2.22 4.98 0.06
C -0.12 3.33 4.23 -0.26
N 0.85 3.03 5.27 -0.20
C 0.35 3.30 6.61 -0.26
H 0.44 4.37 6.86 0.12
C 1.07 2.46 7.66 -0.08
H 2.12 2.73 7.73 0.06
H 0.61 2.62 8.63 0.07
H 0.99 1.41 7.40 0.08
H -0.71 3.05 6.63 0.10
C 2.18 3.56 5.03 -0.17
H 2.53 4.14 5.89 0.12
C 3.17 2.41 4.78 -0.15
N 2.76 1.62 3.65 0.07
C 3.42 1.62 2.46 -0.46
O 4.48 2.20 2.30 0.06
C 2.77 0.83 1.38 -0.14
C 3.59 0.19 0.45 0.00
C 3.06 -0.55 -0.58 0.01
C 1.68 -0.66 -0.72 -0.21
C 0.85 0.00 0.20 -0.02
C 1.39 0.73 1.23 -0.03
H 0.73 1.25 1.91 0.09
H -0.22 -0.06 0.08 0.11
N 1.07 -1.38 -1.74 0.13
C 1.64 -2.17 -2.70 -0.46
O 2.83 -2.39 -2.79 0.08
C 0.67 -2.77 -3.65 0.02
C -0.50 -2.24 -4.01 -0.02
C -1.43 -2.79 -4.99 -0.27
N -2.54 -2.09 -5.13 0.16
C -3.48 -2.50 -6.00 -0.22
C -4.66 -1.74 -6.14 -0.01
C -5.63 -2.13 -7.02 -0.08
C -5.46 -3.28 -7.80 -0.08
C -4.33 -4.04 -7.69 -0.04
C -3.31 -3.67 -6.79 -0.16
C -2.12 -4.40 -6.62 0.00
C -1.18 -3.97 -5.73 0.00
H -0.26 -4.51 -5.59 0.10
H -1.96 -5.30 -7.21 0.12
H -4.20 -4.93 -8.29 0.11
H -6.25 -3.57 -8.49 0.10
H -6.53 -1.54 -7.12 0.10
H -4.76 -0.85 -5.53 0.11
H -0.85 -1.31 -3.59 0.11
H 1.06 -3.67 -4.12 0.11
H 0.06 -1.34 -1.74 0.13
H 3.70 -1.05 -1.29 0.10
H 4.66 0.29 0.55 0.12
H 1.87 1.17 3.73 0.12
H 3.24 1.77 5.66 0.12
H 4.16 2.81 4.54 0.12
H 2.19 4.22 4.16 0.12
H 0.42 3.38 3.28 0.10
H -0.61 4.30 4.39 0.12
```

Highest occupied orbital energy, eV: -8.48
LUMO level, hartree: -0.0183
Electronic energy, hartree: -1338.9916
Molecular weight, g mol⁻¹: 416.5
Structure (SMILES): CCN(CC)CCNC(=O)c1ccc(NC(=O)/C=C/c2ccc3ccccc3n2)cc1
HOMO-LUMO gap, eV: 7.98
Energy relative to the best compared isomer or geometry (same formula, charge and spin), kJ/mol: 79.5



4.
ORCA calculation (wB97M-V/def2-TZVPD) on C25H28N4O3 in the gas phase in a non-equilibrium geometry.

Geometry as XYZ:
```
60
Properties=species:S:1:pos:R:3:lowdin_charge:R:1
C 3.59 -0.98 2.50 -0.02
C 2.61 0.13 2.64 -0.35
N 2.96 1.38 2.51 0.11
O 1.84 2.14 2.68 -0.01
C 0.80 1.33 2.93 -0.26
C 1.22 0.03 2.92 0.03
H 0.65 -0.85 3.10 0.12
C -0.56 1.94 3.10 -0.09
N -1.56 1.20 2.37 0.09
C -2.38 0.32 2.99 -0.49
O -2.46 0.23 4.20 0.07
C -3.23 -0.50 2.03 -0.02
H -3.93 0.16 1.52 0.12
H -3.79 -1.22 2.62 0.13
C -2.37 -1.27 1.01 -0.21
N -1.76 -0.39 0.00 -0.13
C -2.73 -0.05 -1.03 -0.14
C -3.24 -1.28 -1.78 -0.15
N -3.64 -2.29 -0.83 0.09
C -3.23 -2.40 0.44 -0.46
O -3.56 -3.35 1.13 0.07
H -4.19 -3.07 -1.18 0.15
H -2.46 -1.68 -2.45 0.11
H -4.10 -1.01 -2.40 0.12
H -3.57 0.44 -0.53 0.13
H -2.29 0.67 -1.72 0.12
C -0.51 -0.97 -0.49 -0.12
H -0.62 -2.03 -0.74 0.14
H 0.20 -0.92 0.35 0.12
C 0.11 -0.27 -1.71 -0.22
C 0.17 1.23 -1.63 -0.21
C 0.41 1.90 -0.44 -0.04
C 0.50 3.28 -0.41 -0.06
C 0.34 4.02 -1.57 -0.08
C 0.09 3.36 -2.76 -0.08
C 0.01 1.98 -2.79 -0.03
H -0.18 1.48 -3.73 0.12
H -0.04 3.93 -3.67 0.10
H 0.41 5.09 -1.54 0.10
H 0.71 3.78 0.53 0.10
H 0.55 1.34 0.47 0.08
C 1.50 -0.85 -1.91 -0.18
C 1.69 -1.88 -2.82 -0.04
C 2.93 -2.46 -3.00 -0.08
C 4.01 -2.01 -2.26 -0.09
C 3.84 -0.98 -1.35 -0.08
C 2.59 -0.41 -1.17 -0.03
H 2.47 0.40 -0.47 0.10
H 4.67 -0.62 -0.77 0.11
H 4.99 -2.45 -2.40 0.10
H 3.06 -3.26 -3.71 0.10
H 0.85 -2.24 -3.41 0.11
H -0.48 -0.54 -2.60 0.13
H -1.56 -1.75 1.57 0.16
H -1.46 1.10 1.36 0.11
H -0.53 2.98 2.77 0.13
H -0.86 1.89 4.16 0.13
H 3.58 -1.60 3.39 0.08
H 3.33 -1.60 1.64 0.07
H 4.58 -0.57 2.35 0.08
```

Highest occupied orbital energy, eV: -9.01
LUMO level, hartree: 0.0157
Electronic energy, hartree: -1414.2147
Molecular weight, g mol⁻¹: 432.5
Structure (SMILES): Cc1cc(CNC(=O)C[C@H]2C(=O)NCCN2CC(c2ccccc2)c2ccccc2)on1
HOMO-LUMO gap, eV: 9.44
Energy relative to the best compared isomer or geometry (same formula, charge and spin), kJ/mol: 92.3



5.
ORCA calculation (wB97M-V/def2-TZVPD) on a molecular structure, C25H29AsB2Cl5F2N8SV.

Geometry as XYZ:
```
74
Properties=species:S:1:pos:R:3:lowdin_spin:R:1
V -0.70 -0.03 -0.12 2.00
C -0.99 0.68 3.49 0.00
C -0.47 1.75 2.59 0.01
C -0.28 3.11 2.86 0.00
C 0.17 3.65 1.68 0.01
N 0.24 2.68 0.76 0.01
N -0.15 1.51 1.32 0.00
B 0.73 2.80 -0.71 0.00
N 1.75 1.68 -0.98 0.00
C 3.01 1.71 -1.46 0.01
C 3.42 0.41 -1.64 0.00
C 2.34 -0.39 -1.24 0.01
C 2.30 -1.88 -1.20 0.00
N 1.33 0.40 -0.86 -0.01
N -0.43 2.56 -1.71 0.00
C -0.83 3.26 -2.79 0.01
C -1.90 2.62 -3.36 0.00
C -2.11 1.48 -2.57 0.01
C -3.18 0.45 -2.70 0.00
N -1.19 1.44 -1.60 -0.01
N 1.30 4.20 -0.87 0.00
C 0.62 5.36 -1.04 0.00
C 1.48 6.40 -0.77 0.00
C 2.69 5.77 -0.40 0.00
C 3.98 6.39 0.01 0.00
N 2.57 4.45 -0.45 0.00
H -0.99 1.03 4.52 0.00
H -2.01 0.41 3.23 0.00
H -0.36 -0.21 3.42 0.00
H -0.44 3.62 3.80 0.00
H 0.47 4.66 1.44 0.00
H 3.50 2.65 -1.62 0.00
H 4.38 0.07 -2.01 0.00
H 3.25 -2.27 -1.55 0.00
H 2.15 -2.23 -0.18 0.00
H 1.51 -2.27 -1.83 0.00
H -0.31 4.15 -3.09 0.00
H -2.46 2.92 -4.23 0.00
H -4.14 0.94 -2.90 0.00
H -2.97 -0.22 -3.54 0.00
H -3.28 -0.15 -1.80 0.00
H -0.42 5.38 -1.29 0.00
H 1.28 7.45 -0.82 0.00
H 4.03 7.43 -0.31 0.00
H 4.10 6.37 1.09 0.00
H 4.83 5.86 -0.43 0.00
Cl -1.35 -2.06 1.26 0.00
C -1.33 -2.71 -0.41 0.01
C -1.02 -1.77 -1.36 -0.01
C -0.90 -2.26 -2.64 0.01
Cl -0.36 -1.18 -3.90 0.00
C -1.13 -3.60 -2.96 0.00
Cl -0.99 -4.17 -4.57 0.00
C -1.47 -4.50 -1.94 0.01
Cl -1.77 -6.16 -2.30 0.00
C -1.56 -4.06 -0.62 0.00
Cl -1.93 -5.13 0.67 0.00
F -2.91 2.12 0.51 -0.01
B -2.62 0.82 0.52 -0.04
F -3.63 0.07 1.01 -0.02
C 2.94 1.63 2.94 0.00
As 3.46 -0.23 2.93 0.00
C 4.91 -0.30 1.67 0.00
C 4.29 -0.54 4.65 0.00
S 1.91 -1.57 2.54 0.00
H 3.79 2.25 3.23 0.00
H 2.13 1.77 3.65 0.00
H 2.60 1.90 1.94 0.00
H 5.74 0.32 2.02 0.00
H 4.55 0.07 0.71 0.00
H 5.23 -1.33 1.56 0.00
H 5.09 0.19 4.82 0.00
H 4.70 -1.55 4.65 0.00
H 3.53 -0.46 5.42 0.00
```

Highest occupied orbital energy (spin up / spin down), eV: -8.40 / -8.41
LUMO level (spin up / spin down), hartree: -0.0034 / 0.0129
Electronic energy, hartree: -7536.7284
Molecular weight, g mol⁻¹: 836.4
HOMO-LUMO gap (spin up / spin down), eV: 8.30 / 8.76
Energy relative to the best compared isomer or geometry (same formula, charge and spin), kJ/mol: 0.0
Multiplicity: 3



6.
ORCA calculation (wB97M-V/def2-TZVPD) on a molecular structure, C25H29BrI2N7O5SV in a non-equilibrium geometry.

Geometry as XYZ:
```
71
Properties=species:S:1:pos:R:3:lowdin_spin:R:1
V 0.11 -1.40 1.75 1.08
I -3.14 -0.23 1.66 0.01
C -3.39 1.03 3.32 0.00
I -2.27 0.47 5.04 0.00
H -4.43 0.97 3.60 0.00
H -3.11 2.04 3.06 0.00
N -2.12 -3.89 4.11 0.00
C -1.13 -3.23 3.54 0.00
O -1.28 -2.71 2.41 0.00
C 0.19 -3.02 4.21 0.00
C 1.15 -2.57 3.11 -0.06
H -3.00 -3.98 3.62 0.00
H -2.01 -4.32 5.01 0.00
H 0.51 -3.92 4.73 0.00
H 0.05 -2.23 4.96 0.00
H 1.53 -3.43 2.56 0.00
H 1.99 -2.00 3.50 0.00
N -1.62 -1.07 -6.43 0.00
C -1.59 -1.48 -5.12 0.00
C -2.19 -2.69 -4.75 0.00
C -2.18 -3.10 -3.43 0.00
C -1.57 -2.30 -2.47 0.00
C -0.99 -1.09 -2.81 0.00
C -0.99 -0.69 -4.13 0.00
S -1.71 -2.84 -0.82 0.00
O -2.90 -2.25 -0.25 0.00
O -1.57 -4.27 -0.77 0.00
N -0.45 -2.14 -0.02 0.00
C 0.86 -2.36 -0.39 0.01
N 1.30 -3.02 -1.45 0.00
C 2.62 -3.08 -1.57 0.00
C 3.52 -2.52 -0.66 0.00
C 2.98 -1.86 0.42 0.00
N 1.66 -1.77 0.53 -0.01
H -1.99 -1.66 -7.14 0.00
H -1.12 -0.25 -6.72 0.00
H -2.66 -3.31 -5.50 0.00
H -2.62 -4.04 -3.16 0.00
H -0.53 -0.46 -2.06 0.00
H -0.53 0.25 -4.42 0.00
H 2.99 -3.61 -2.44 0.00
H 4.59 -2.60 -0.80 0.00
H 3.57 -1.39 1.19 0.00
C 2.08 3.96 -0.78 0.00
C 1.22 3.04 -1.66 0.00
C 1.97 2.64 -2.94 0.00
C -0.12 3.72 -2.00 0.00
C 0.93 1.81 -0.88 0.00
N 0.68 0.86 -0.29 0.00
H 2.31 4.87 -1.34 0.00
H 3.02 3.48 -0.51 0.00
H 1.56 4.24 0.13 0.00
H 2.25 3.55 -3.47 0.00
H 1.33 2.04 -3.59 0.00
H 2.87 2.07 -2.71 0.00
H 0.06 4.48 -2.76 0.00
H -0.55 4.20 -1.12 0.00
H -0.84 3.00 -2.38 0.00
Br -2.63 4.35 1.25 0.00
C -0.93 3.97 1.94 0.00
C -0.09 5.00 2.34 0.00
N 1.13 4.80 2.83 0.00
C 1.55 3.54 2.94 0.00
C 0.78 2.45 2.56 0.00
C -0.49 2.66 2.05 0.00
C 1.37 1.11 2.67 0.00
O 2.52 0.88 2.88 0.00
O 0.48 0.05 2.54 -0.02
H -0.42 6.03 2.25 0.00
H 2.54 3.38 3.34 0.00
H -1.11 1.84 1.71 0.00
```

Highest occupied orbital energy (spin up / spin down), eV: -10.24 / -10.24
LUMO level (spin up / spin down), hartree: -0.1395 / -0.1244
Electronic energy, hartree: -6241.0229
Molecular weight, g mol⁻¹: 924.3
HOMO-LUMO gap (spin up / spin down), eV: 6.45 / 6.86
Energy relative to the best compared isomer or geometry (same formula, charge and spin), kJ/mol: 92.2
Net charge: +1
Multiplicity: 2



7.
ORCA calculation (wB97M-V/def2-TZVPD) on C25H29BrN2O5 in the gas phase in a non-equilibrium geometry.

Geometry as XYZ:
```
62
Properties=species:S:1:pos:R:3:lowdin_charge:R:1
C 1.24 -1.16 3.75 -0.08
C -0.05 -0.82 2.91 -0.26
O -1.21 -1.59 3.27 -0.17
C -1.20 -2.87 2.63 -0.21
C -1.63 -2.81 1.09 -0.16
C -0.63 -3.77 0.30 -0.19
C -0.95 -3.88 -1.25 -0.17
C 0.02 -2.94 -2.12 -0.14
C -0.22 -1.47 -1.64 -0.15
C -1.50 -0.86 -1.96 0.03
C -1.90 0.53 -1.54 -0.17
N -3.16 0.95 -1.94 0.18
C -3.36 2.20 -1.45 -0.14
C -4.76 2.87 -1.82 -0.13
O -4.67 3.37 -3.16 -0.15
O -4.46 4.73 -3.15 -0.03
C -2.42 3.01 -0.61 -0.17
C -2.80 4.44 -0.07 -0.11
C -3.18 4.32 1.46 -0.75
O -2.41 4.08 2.32 0.06
Br -5.11 4.61 1.89 0.65
N -1.19 2.56 -0.27 0.16
C -0.92 1.29 -0.75 -0.17
C 0.42 0.69 -0.45 0.05
C 0.78 -0.64 -0.87 -0.10
C 2.17 -1.31 -0.58 -0.15
O 2.86 -0.73 0.54 -0.10
C 4.05 -0.10 0.18 -0.25
C 4.18 1.33 0.49 0.00
C 5.42 2.00 0.08 -0.07
C 6.48 1.29 -0.62 -0.09
C 6.37 -0.15 -0.91 -0.07
C 5.14 -0.83 -0.51 -0.02
H 1.04 -1.24 4.85 0.08
H 1.80 -2.06 3.35 0.07
H 1.96 -0.29 3.60 0.08
H 0.19 -0.96 1.82 0.09
H -0.27 0.28 3.05 0.13
H -1.89 -3.56 3.17 0.13
H -0.16 -3.31 2.67 0.11
H -2.70 -3.20 1.02 0.12
H -1.65 -1.77 0.69 0.10
H 0.40 -3.40 0.53 0.09
H -0.75 -4.78 0.78 0.12
H -0.70 -4.93 -1.56 0.11
H -1.99 -3.56 -1.52 0.10
H -0.25 -2.99 -3.21 0.12
H 1.09 -3.25 -1.98 0.10
H -2.24 -1.48 -2.53 0.12
H -5.48 2.00 -1.85 0.14
H -5.10 3.61 -1.06 0.09
H -3.56 4.83 -2.76 0.09
H -3.59 4.95 -0.67 0.08
H -1.86 5.07 -0.09 0.14
H 1.19 1.26 0.13 0.11
H 2.75 -1.23 -1.55 0.14
H 2.02 -2.40 -0.36 0.11
H 3.36 1.86 1.03 0.11
H 5.52 3.09 0.32 0.10
H 7.42 1.79 -0.97 0.10
H 7.14 -0.76 -1.44 0.10
H 4.93 -1.92 -0.70 0.11
```

Highest occupied orbital energy, eV: -8.92
LUMO level, hartree: -0.0340
Electronic energy, hartree: -4029.5189
Molecular weight, g mol⁻¹: 517.4
Structure (SMILES): CCOCCCCCc1cc2nc(COO)c(CC(=O)Br)nc2cc1COc1ccccc1
HOMO-LUMO gap, eV: 8.00
Energy relative to the best compared isomer or geometry (same formula, charge and spin), kJ/mol: 0.0